Density functional theory data (ωB97M-V with the def2-TZVPD basis set) for one molecule with the formula C19H25NOS.

```
47
Properties=species:S:1:pos:R:3:lowdin_charge:R:1
C 2.061 -0.237 2.634 -0.10
C 0.696 -0.239 3.308 -0.23
H 0.432 -1.262 3.579 0.07
H 0.732 0.350 4.227 0.11
C -0.381 0.350 2.392 -0.21
N -0.572 -0.464 1.204 -0.14
C -1.438 -1.605 1.422 -0.19
H -1.377 -1.885 2.476 0.11
C -1.006 -2.822 0.583 -0.18
C 0.413 -3.184 0.844 -0.54
C 1.491 -3.011 0.035 -0.15
C 2.705 -3.441 0.620 -0.20
C 2.533 -3.934 1.870 -0.42
S 0.885 -3.885 2.358 1.03
H 3.269 -4.327 2.544 0.06
H 3.660 -3.382 0.127 0.10
H 1.423 -2.592 -0.954 0.11
H -1.120 -2.607 -0.480 0.11
H -1.663 -3.658 0.835 0.11
H -2.494 -1.379 1.197 0.12
C -0.858 0.261 -0.025 -0.31
C 0.411 0.913 -0.575 -0.08
C 0.150 1.689 -1.836 -0.16
C -1.133 2.098 -2.178 -0.11
C -1.322 2.828 -3.357 -0.27
C -0.247 3.152 -4.170 -0.03
C 1.028 2.745 -3.817 -0.09
C 1.222 2.018 -2.661 -0.05
H 2.216 1.697 -2.386 0.11
H 1.865 2.996 -4.451 0.10
H -0.411 3.721 -5.076 0.11
O -2.596 3.207 -3.674 0.05
H -2.582 3.711 -4.496 0.11
C -2.337 1.769 -1.341 -0.12
C -1.958 1.328 0.066 -0.13
H -1.597 2.188 0.633 0.12
H -2.835 0.928 0.581 0.12
H -2.994 2.641 -1.308 0.12
H -2.898 0.972 -1.842 0.13
H 1.163 0.144 -0.760 0.12
H 0.830 1.594 0.171 0.12
H -1.184 -0.487 -0.755 0.15
H -0.056 1.345 2.087 0.11
H -1.320 0.467 2.960 0.12
H 2.395 0.782 2.446 0.07
H 1.999 -0.761 1.685 0.05
H 2.799 -0.732 3.260 0.07
```

Results
Molecular weight = 315.482 g mol⁻¹
Lowest unoccupied orbital energy = 0.027 Eh
Frontier orbital gap = 8.899 eV
Energy above the lowest of the compared OMol25 structures with the same formula, charge and spin = 0.0000 eV

Density functional theory data (ωB97M-V with the def2-TZVPD basis set) for a 2-piece molecular cluster, C4H14N2O overall.

```
21
Properties=species:S:1:pos:R:3:lowdin_charge:R:1
C 1.037 2.006 0.611 -0.07
C 0.095 0.818 0.903 -0.46
C 0.959 -0.267 1.516 -0.09
N -0.327 0.212 -0.399 -0.04
C -1.371 1.153 -1.088 -0.26
N -2.031 0.343 -2.099 -0.01
H 0.473 2.947 0.408 0.08
H 1.655 2.161 1.578 0.10
H 1.840 1.734 -0.018 0.06
H -0.739 1.086 1.479 0.11
H 1.365 0.095 2.498 0.10
H 0.548 -1.293 1.524 0.06
H 1.655 -0.408 0.698 0.06
H -0.725 -0.723 -0.540 0.10
H -2.135 1.515 -0.369 0.11
H -0.828 1.953 -1.421 0.06
H -1.570 -0.512 -2.398 0.06
H -2.206 0.799 -2.954 0.04
H 1.654 -2.734 0.379 0.04
H 1.030 -3.927 -0.200 0.01
O 1.271 -3.606 0.645 -0.05
```

Results
Molecular weight = 106.169 g mol⁻¹
Lowest unoccupied orbital energy = 0.030 Eh
Frontier orbital gap = 9.749 eV
Energy above the lowest of the compared OMol25 structures with the same formula, charge and spin = 2.3866 eV

Density functional theory data (ωB97M-V with the def2-TZVPD basis set) for a 15-piece molecular cluster, H30O15 overall.

```
45
Properties=species:S:1:pos:R:3:lowdin_charge:R:1
O 0.191 -0.121 -0.040 -0.08
H 0.248 0.154 -0.986 0.02
H 0.726 0.516 0.461 -0.01
O 3.251 -0.016 -0.861 -0.02
H 3.931 0.311 -1.454 0.05
H 2.463 0.446 -1.073 -0.04
O -2.849 0.945 -1.902 -0.04
H -2.270 1.472 -1.336 0.00
H -3.566 1.441 -2.287 0.06
O 0.587 0.943 -2.544 -0.04
H 1.306 1.562 -2.800 0.09
H 0.770 0.297 -3.227 0.05
O -0.998 0.954 2.550 -0.03
H -1.409 0.484 3.285 0.09
H -0.776 1.809 2.902 0.04
O 1.512 -0.940 2.988 -0.03
H 2.174 -0.405 2.516 0.06
H 2.161 -1.318 3.566 0.06
O 1.552 1.972 3.463 -0.03
H 1.241 1.113 3.354 -0.04
H 1.101 2.482 4.168 0.09
O 1.675 1.841 0.889 -0.02
H 2.252 2.213 0.271 0.04
H 1.714 2.316 1.723 0.03
O -2.880 -0.190 0.797 -0.03
H -2.777 0.195 -0.084 0.00
H -2.241 0.296 1.275 -0.05
O -0.851 -2.217 1.565 -0.06
H -1.037 -1.302 1.392 -0.04
H 0.075 -2.451 1.463 -0.01
O -1.311 -0.908 -4.120 -0.06
H -1.399 -1.861 -4.234 0.05
H -1.477 -0.734 -3.201 -0.02
O 0.490 -2.317 -2.638 -0.08
H -0.230 -1.972 -2.088 -0.03
H 0.348 -2.037 -3.555 0.01
O -1.767 -1.937 -1.300 -0.04
H -2.697 -1.871 -1.441 0.06
H -1.500 -1.524 -0.461 0.01
O 1.826 -2.562 0.733 -0.07
H 1.597 -1.715 0.344 -0.01
H 2.059 -2.347 1.679 0.04
O -1.046 2.438 -0.309 -0.02
H -1.720 2.586 0.374 0.07
H -0.438 1.949 0.179 -0.05
```

Results
Molecular weight = 270.225 g mol⁻¹
Lowest unoccupied orbital energy = -0.016 Eh
Frontier orbital gap = 9.343 eV
Energy above the lowest of the compared OMol25 structures with the same formula, charge and spin = 2.1754 eV

Density functional theory data (ωB97M-V with the def2-TZVPD basis set) for one molecule with the formula C3H8N4.

```
15
Properties=species:S:1:pos:R:3:lowdin_charge:R:1
N 0.597 -0.523 0.678 -0.05
C -0.751 -0.235 0.486 -0.51
N 1.011 -1.882 0.611 0.00
N -1.576 -1.306 0.671 0.12
C -0.179 1.781 -0.326 -0.29
C 0.479 1.888 -1.487 -0.01
N -1.198 0.838 -0.079 0.06
H 1.316 0.182 0.525 0.12
H 0.598 -2.306 -0.225 0.08
H 2.025 -1.925 0.484 0.08
H -1.206 -1.922 1.386 0.09
H -2.539 -1.012 0.774 0.10
H -0.059 2.538 0.445 0.10
H 0.357 1.145 -2.269 0.05
H 1.125 2.738 -1.674 0.04
```

Results
Molecular weight = 100.125 g mol⁻¹
Lowest unoccupied orbital energy = 0.035 Eh
Frontier orbital gap = 9.236 eV
Energy above the lowest of the compared OMol25 structures with the same formula, charge and spin = 2.2709 eV